1.
DFT (wB97M-V/def2-TZVPD) results for 11 unconnected molecules or ions with the total composition C20H65N3O11 at a distorted geometry.

**Charge**: 0
**Kohn-Sham gap**: 9.98 eV
**LUMO level**: 0.021 Eh
**Relative energy (zero: lowest compared OMol25 entry of this formula, charge and spin)**: 73.1 kcal/mol
**Structure (SMILES)**: COC[C@H](C)N.COC[C@H](C)N.COC[C@H](C)N.CO.CO.CO.CO.CO.CO.CO.CO
**HOMO**: -9.405 eV

Last column: Mulliken charge in e.
CARTESIAN COORDINATES (ANGSTROEM)
C: 1.7863 0.6448 41.1112  -0.8202
O: 1.2037 1.8517 40.9447  -0.2542
C: 1.8721 2.9217 40.2504  -0.4557
C: 1.3153 4.2944 40.7247  1.1441
C: 1.9395 5.5358 39.9729  -2.0354
N: 1.4841 4.4946 42.1652  -0.8046
H: 2.7188 0.5519 41.6680  -0.0619
H: 2.0571 0.1740 40.1662  0.3781
H: 1.1423 -0.0654 41.6298  0.4002
H: 2.9338 2.6768 40.2837  0.6581
H: 1.6220 2.8779 39.1904  -0.3897
H: 0.2336 4.3920 40.6325  0.4697
H: 3.0157 5.4384 40.1157  0.5106
H: 1.8128 6.5405 40.3760  0.2024
H: 1.7325 5.5896 38.9040  0.3791
H: 0.9995 5.3443 42.4168  0.1753
H: 0.9055 3.7798 42.5827  0.3040
C: -2.1060 -0.9610 37.0047  -0.5199
O: -0.8972 -0.6234 36.3572  -0.4293
C: 0.1661 -0.6987 37.2924  0.1257
C: 0.8192 -2.1219 37.2758  0.4729
C: 2.0664 -2.2468 38.1394  -1.2889
N: 1.2348 -2.5800 35.9615  -0.7742
H: -1.9673 -1.9072 37.5277  0.2592
H: -2.9748 -0.9933 36.3473  0.2945
H: -2.2624 -0.2017 37.7710  0.1205
H: 1.0286 -0.1343 36.9382  0.0954
H: -0.0066 -0.3104 38.2961  -0.0822
H: 0.0837 -2.9131 37.4212  0.2289
H: 2.9339 -1.6784 37.8041  0.3509
H: 2.3650 -3.2737 38.3501  0.3890
H: 1.7376 -1.9193 39.1257  0.2161
H: 0.5174 -2.1782 35.3750  0.2973
H: 1.9786 -1.9661 35.6614  0.2819
C: -0.4017 8.5797 37.7561  -0.6332
O: 0.0626 9.7456 38.4487  -0.4158
C: -0.1524 9.5242 39.8368  -0.3527
C: -1.5551 9.8070 40.3555  0.4364
C: -2.0212 11.1892 39.9334  -1.6108
N: -1.4430 9.7295 41.7748  -0.5912
H: 0.1822 7.6674 37.8783  0.1046
H: -0.4783 8.9835 36.7465  0.3774
H: -1.4467 8.3701 37.9844  0.3218
H: 0.1067 8.5345 40.2132  -0.1350
H: 0.5113 10.2406 40.3208  0.3880
H: -2.2076 8.9919 40.0423  0.4370
H: -1.4974 12.0660 40.3139  0.3742
H: -3.0962 11.2480 40.1040  0.4368
H: -2.0022 11.3408 38.8542  0.3464
H: -2.3610 9.8768 42.1695  0.2562
H: -1.1030 10.6417 42.0439  0.2518
C: 2.0567 3.0763 36.0626  -0.0376
O: 1.0375 3.9628 35.5889  -0.4566
H: 1.6231 2.5128 36.8887  -0.3364
H: 2.5162 2.4533 35.2953  0.3560
H: 2.8714 3.6461 36.5093  0.2657
H: 1.4007 4.4358 34.8366  0.2601
C: -1.1214 3.6702 37.7448  -0.3264
O: -2.1767 3.7718 38.6893  -0.6196
H: -1.5278 3.1909 36.8542  0.4483
H: -0.7640 4.6107 37.3254  0.2226
H: -0.2402 3.0745 37.9831  -0.1304
H: -2.2589 3.1520 39.4178  0.3490
C: -1.8369 0.7431 41.4651  -0.8507
O: -1.4259 2.0281 41.0925  -0.3696
H: -1.8883 0.7085 42.5534  0.1815
H: -2.7941 0.5540 40.9791  0.2976
H: -1.2241 0.1580 40.7794  0.3028
H: -0.4817 2.0333 40.9194  0.6413
C: -1.5745 6.2768 42.9006  -0.6175
O: -0.4230 7.0316 42.5578  -0.4820
H: -2.2021 6.8311 43.5984  0.3439
H: -2.1798 6.1966 41.9976  0.2276
H: -1.2654 5.2916 43.2497  0.2392
H: -0.7697 7.9036 42.3551  0.2736
C: 3.7117 9.2281 39.7831  -0.4787
O: 4.6220 8.1896 39.4622  -0.4798
H: 3.9548 10.1962 39.3453  0.3824
H: 2.6911 9.1230 39.4150  0.0791
H: 3.5956 9.2622 40.8664  0.2528
H: 4.8609 8.2344 38.5335  0.2778
C: 7.1015 0.5729 40.1381  -0.5814
O: 5.7585 0.9821 39.9224  -0.4281
H: 7.7790 1.4123 40.2947  0.2479
H: 7.0800 -0.0903 41.0028  0.2091
H: 7.5461 0.0782 39.2745  0.2811
H: 5.4495 1.2452 40.7923  0.2628
C: 5.6718 1.1203 43.4871  -0.6788
O: 6.3526 2.1540 42.8634  -0.4602
H: 4.6042 1.0731 43.2722  0.2163
H: 6.1164 0.2160 43.0715  0.2315
H: 6.0686 1.0586 44.5004  0.3804
H: 5.9456 2.9385 43.2384  0.2996
C: 4.3416 6.2045 43.4318  -0.5858
O: 4.2929 4.9286 42.7875  -0.4279
H: 5.3656 6.5613 43.5420  0.2956
H: 3.7510 6.9872 42.9557  0.0660
H: 3.8974 6.2658 44.4253  0.3173
H: 3.3822 4.8508 42.4938  0.3085

2.
DFT (wB97M-V/def2-TZVPD) results for 13 unconnected molecules or ions with the total composition C20H66N2O13 at a distorted geometry.

**Charge**: 0
**Kohn-Sham gap**: 8.59 eV
**LUMO level**: 0.007 Eh
**Relative energy (zero: lowest compared OMol25 entry of this formula, charge and spin)**: 64.7 kcal/mol
**HOMO**: -8.388 eV

Last column: Mulliken charge in e.
CARTESIAN COORDINATES (ANGSTROEM)
C: 5.9980 -2.3472 -1.6478  -1.2011
C: 4.7251 -2.4519 -2.3704  -0.3308
O: 3.6598 -1.8273 -1.6359  -0.3950
H: 6.2642 -1.4775 -1.1132  0.3657
H: 6.7200 -2.4299 -2.5059  0.3515
H: 6.1543 -3.2111 -1.0500  0.2858
H: 4.3463 -3.4251 -2.5469  0.3856
H: 4.9194 -1.9769 -3.3025  0.2555
H: 3.9898 -0.9692 -1.3016  0.1141
C: -2.1081 -3.1299 1.5104  -0.5795
C: -1.0126 -4.0210 1.0506  -0.5264
O: 0.1781 -3.4791 1.5789  -0.3662
H: -2.9721 -3.3607 0.8881  0.4263
H: -1.9628 -2.0525 1.4138  -0.1586
H: -2.2338 -3.1867 2.5872  0.2451
H: -1.0534 -4.0709 -0.0390  0.2487
H: -1.1393 -5.0901 1.3406  0.3822
H: 0.8569 -3.6033 0.9504  0.4492
C: -4.2883 -0.2429 1.5458  -0.5209
C: -3.7744 0.1089 2.9551  -0.7011
O: -2.3141 -0.0348 3.0031  0.0280
H: -3.8610 0.4612 0.7747  -0.0500
H: -5.3384 -0.0595 1.6989  0.3907
H: -4.1107 -1.2368 1.2589  0.1353
H: -4.1593 -0.5365 3.7630  0.4346
H: -4.1322 1.0946 3.1526  0.3187
H: -2.0761 -0.2116 3.9164  0.1626
C: -0.2757 -1.0484 -1.3464  -0.2481
C: -0.9381 0.1448 -0.6163  1.9720
O: -0.3934 0.3645 0.7130  1.9524
H: -0.4425 -2.0127 -0.8647  -0.2036
H: 0.8070 -0.9665 -1.5275  -0.4107
H: -0.7273 -1.0612 -2.3025  0.8345
H: -2.0460 0.1241 -0.5328  -1.3954
H: -0.6948 1.0835 -1.1428  -0.5609
H: -0.9385 -0.1129 1.2668  -1.3349
C: -1.1974 1.6953 -4.1234  -1.2791
C: -2.4844 1.2983 -3.4549  0.3347
O: -2.8741 2.4145 -2.6368  -0.5882
H: -0.8205 0.9271 -4.7453  0.4386
H: -0.3053 1.9730 -3.5962  -0.0242
H: -1.2734 2.5056 -4.8136  0.4867
H: -2.5628 0.3576 -2.9407  -0.0519
H: -3.2039 1.3847 -4.3134  0.4351
H: -3.7932 2.2517 -2.3267  0.2588
C: 0.1173 -1.6694 4.3949  -0.5751
C: 0.1433 -0.3619 5.0152  -0.1140
O: -1.1830 -0.0497 5.3791  -0.6155
H: 1.1261 -2.0760 4.4270  0.3503
H: -0.0928 -1.5440 3.3128  -0.1572
H: -0.5663 -2.4251 4.8632  0.3408
H: 0.5959 0.4498 4.3813  0.0278
H: 0.7657 -0.3756 5.9404  0.2791
H: -1.5827 -0.8142 5.8453  0.3146
C: 2.8607 1.2958 -3.6381  -1.5322
C: 2.2903 1.8910 -2.3574  1.4623
O: 3.3408 1.5090 -1.4928  -0.6022
H: 2.9313 0.1501 -3.4902  0.1271
H: 3.8169 1.6698 -3.8312  0.4345
H: 2.2304 1.4381 -4.4810  0.4282
H: 1.2779 1.4391 -2.1494  -0.7248
H: 2.3578 2.9509 -2.6835  0.2093
H: 2.9171 1.2927 -0.6774  0.3232
C: 0.3815 4.6760 -1.4872  0.4995
O: 0.7127 4.7583 -2.9294  -0.7250
N: 1.0119 5.1149 -0.4639  -0.2542
N: -0.7526 4.1417 -1.1153  -0.1158
H: 1.9195 5.6081 -0.6643  0.2847
H: 0.6805 5.0158 0.4533  0.1521
H: -1.3551 3.6916 -1.8166  0.0149
H: -1.0360 3.9440 -0.1611  0.3443
C: 2.3771 -0.9938 1.4879  -0.4551
O: 2.3790 -0.0442 0.5023  -0.0383
H: 2.8225 -0.5494 2.4083  0.2255
H: 2.9743 -1.8626 1.1387  0.2117
H: 1.4047 -1.3053 1.7532  -0.0665
H: 1.5129 0.3583 0.4986  -0.3152
C: -4.3579 -1.3466 -1.5449  0.0737
O: -5.3870 -1.1823 -2.4760  -0.6019
H: -3.8395 -0.5165 -1.0860  -0.4305
H: -3.7141 -2.1138 -1.9386  0.2213
H: -4.8853 -1.7430 -0.6686  0.4014
H: -5.8315 -0.3320 -2.5381  0.3192
C: -2.0141 3.8675 2.6434  -0.6908
O: -1.5064 3.1922 1.5324  -0.4265
H: -2.1967 4.9235 2.5007  0.3383
H: -1.2684 3.7361 3.5106  0.2667
H: -2.9320 3.2714 2.9629  0.1298
H: -1.5788 2.3009 1.7684  -0.0106
C: 1.9168 -4.8153 -1.2741  -0.8593
O: 1.7316 -3.5532 -0.5715  -0.4106
H: 2.0345 -4.5499 -2.3391  0.2742
H: 1.1820 -5.6475 -1.2522  0.2994
H: 2.8481 -5.1407 -0.8654  0.3306
H: 2.1434 -2.7676 -0.9425  0.1535
C: 1.7910 2.6169 1.4440  0.4356
O: 3.1174 2.8818 1.1263  -0.5670
H: 1.7935 1.8104 2.2563  -0.0884
H: 1.1839 2.1550 0.6503  -0.2956
H: 1.2719 3.5818 1.7793  0.3096
H: 3.0073 3.4919 0.3888  0.3229